{"formula": "C39H104ClO17Ti", "method": "ωB97M-V/def2-TZVPD", "largest_force_ev_per_a": 3.38, "multiplicity": 4, "homo_lumo_gap_ev": [4.623, 10.031], "lumo_ev": [0.56, 0.44], "homo_energy_ev": [-4.07, -9.59], "energy_ha": -4136.67107, "elements": ["Ti", "Cl", "O", "O", "O", "O", "C", "C", "C", "O", "H", "H", "H", "H", "H", "H", "H", "H", "C", "C", "C", "O", "H", "H", "H", "H", "H", "H", "H", "H", "C", "C", "C", "O", "H", "H", "H", "H", "H", "H", "H", "H", "C", "C", "C", "O", "H", "H", "H", "H", "H", "H", "H", "H", "C", "C", "C", "O", "H", "H", "H", "H", "H", "H", "H", "H", "C", "C", "C", "O", "H", "H", "H", "H", "H", "H", "H", "H", "C", "C", "C", "O", "H", "H", "H", "H", "H", "H", "H", "H", "C", "C", "C", "O", "H", "H", "H", "H", "H", "H", "H", "H", "C", "C", "C", "O", "H", "H", "H", "H", "H", "H", "H", "H", "C", "C", "C", "O", "H", "H", "H", "H", "H", "H", "H", "H", "C", "C", "C", "O", "H", "H", "H", "H", "H", "H", "H", "H", "C", "C", "C", "O", "H", "H", "H", "H", "H", "H", "H", "H", "C", "C", "C", "O", "H", "H", "H", "H", "H", "H", "H", "H"], "xyz": [[-0.484, -2.728, 0.443], [-0.049, 0.666, 0.053], [-1.283, 0.091, -0.460], [0.920, -0.398, 0.230], [0.440, 1.765, -0.856], [-0.345, 1.323, 1.268], [3.173, 2.045, 2.025], [4.022, 2.092, 0.731], [5.204, 1.202, 0.806], [3.154, 1.612, -0.337], [3.800, 2.117, 2.911], [2.674, 1.108, 2.065], [2.532, 2.849, 1.936], [4.314, 3.124, 0.449], [5.928, 1.378, 0.059], [4.909, 0.173, 0.702], [5.610, 1.242, 1.807], [2.388, 2.210, -0.383], [-0.954, 2.165, 6.430], [-0.434, 2.178, 4.931], [0.442, 3.333, 4.606], [0.205, 0.927, 4.600], [-0.050, 2.025, 7.065], [-1.807, 1.536, 6.658], [-1.269, 3.183, 6.582], [-1.306, 2.361, 4.328], [0.382, 3.691, 3.594], [1.475, 3.251, 4.878], [0.101, 4.200, 5.135], [0.223, 0.880, 3.629], [-1.120, -1.948, -6.579], [-0.163, -2.246, -5.466], [1.253, -1.938, -5.913], [-0.581, -1.523, -4.317], [-2.111, -1.928, -6.102], [-1.067, -2.640, -7.424], [-0.906, -0.939, -6.864], [-0.230, -3.358, -5.242], [1.365, -2.158, -7.004], [2.055, -2.414, -5.252], [1.441, -0.873, -5.863], [-0.218, -0.637, -4.236], [3.190, -3.283, 2.950], [1.853, -3.869, 2.410], [1.293, -4.943, 3.330], [0.847, -2.863, 2.288], [2.953, -2.847, 3.917], [3.473, -2.455, 2.301], [3.924, -4.018, 3.063], [2.001, -4.159, 1.318], [1.993, -5.783, 3.362], [0.295, -5.229, 2.872], [1.135, -4.472, 4.328], [0.618, -2.521, 3.170], [2.334, 2.827, -3.837], [0.996, 2.071, -4.165], [0.840, 2.098, -5.636], [1.059, 0.713, -3.729], [2.725, 2.671, -2.815], [2.037, 3.894, -3.871], [3.094, 2.622, -4.608], [0.224, 2.629, -3.682], [1.624, 1.464, -6.075], [0.959, 3.080, -6.043], [-0.080, 1.647, -5.964], [1.003, 0.835, -2.778], [5.525, 0.310, -2.579], [4.331, -0.601, -3.068], [4.797, -1.971, -3.604], [3.358, -0.809, -1.922], [5.112, 1.166, -2.093], [6.113, 0.739, -3.442], [6.135, -0.171, -1.835], [3.816, -0.038, -3.799], [5.725, -2.302, -3.019], [5.235, -1.814, -4.605], [4.010, -2.693, -3.816], [3.387, 0.055, -1.440], [-6.104, 3.481, 2.344], [-4.940, 4.217, 3.055], [-3.640, 3.479, 2.920], [-4.717, 5.533, 2.694], [-5.866, 3.337, 1.216], [-6.968, 4.208, 2.480], [-6.370, 2.557, 2.804], [-5.240, 4.135, 4.084], [-3.400, 3.197, 1.930], [-3.740, 2.489, 3.414], [-2.816, 3.960, 3.335], [-5.559, 5.950, 2.666], [-3.946, -2.466, 2.613], [-2.986, -1.436, 2.070], [-3.198, -0.087, 2.727], [-1.599, -1.834, 2.258], [-4.040, -3.347, 1.972], [-4.933, -2.023, 2.642], [-3.737, -2.767, 3.625], [-3.096, -1.328, 0.980], [-2.918, -0.278, 3.765], [-4.204, 0.253, 2.704], [-2.446, 0.617, 2.352], [-1.415, -1.871, 3.224], [2.710, -4.291, -1.211], [1.773, -3.617, -2.136], [0.874, -4.560, -2.881], [0.959, -2.748, -1.325], [3.370, -4.972, -1.739], [2.075, -4.922, -0.508], [3.233, -3.531, -0.605], [2.392, -2.955, -2.824], [1.495, -5.061, -3.555], [-0.013, -4.067, -3.316], [0.423, -5.126, -2.083], [1.130, -1.825, -1.603], [-3.137, 3.099, -3.116], [-2.700, 1.665, -3.504], [-3.552, 0.512, -3.013], [-2.429, 1.600, -4.851], [-2.454, 3.787, -3.581], [-2.969, 3.156, -2.060], [-4.185, 3.334, -3.493], [-1.671, 1.536, -2.986], [-4.578, 0.555, -3.533], [-3.649, 0.643, -1.995], [-3.126, -0.464, -3.109], [-3.059, 2.191, -5.353], [-0.551, 5.682, -1.189], [0.845, 6.379, -1.147], [1.837, 5.501, -0.492], [1.256, 6.766, -2.490], [-0.544, 4.994, -2.040], [-1.335, 6.389, -1.467], [-0.754, 5.207, -0.188], [0.779, 7.305, -0.538], [1.616, 5.088, 0.492], [2.745, 6.147, -0.334], [2.155, 4.678, -1.065], [2.144, 6.498, -2.704], [-3.386, -4.505, -0.285], [-2.503, -4.085, -1.483], [-3.350, -4.028, -2.713], [-1.900, -2.836, -1.174], [-2.735, -4.657, 0.599], [-4.011, -5.394, -0.469], [-4.143, -3.727, -0.027], [-1.698, -4.832, -1.632], [-3.982, -3.198, -2.515], [-3.836, -4.895, -3.030], [-2.683, -3.771, -3.546], [-1.434, -2.500, -1.899], [1.082, -2.668, 6.938], [-0.192, -2.618, 6.225], [-1.259, -1.862, 7.080], [-0.055, -2.070, 4.944], [1.195, -3.373, 7.773], [1.195, -1.665, 7.309], [1.962, -2.911, 6.283], [-0.576, -3.617, 6.049], [-1.005, -0.830, 7.060], [-1.320, -2.350, 8.064], [-2.237, -2.028, 6.566], [0.077, -1.107, 5.044]], "mulliken_charge": [-0.0263, 0.8654, -0.7466, -1.0067, -0.3241, -0.3589, -1.2619, 1.0168, -1.5649, 0.3444, 0.4998, 0.0674, 0.2184, 0.2038, 0.4197, 0.1799, 0.4449, -0.5688, -1.6931, 1.6480, -1.6295, -0.5745, 0.3503, 0.3039, 0.5402, -0.4644, 0.3018, 0.3598, 0.5150, -0.0478, -1.5663, 0.7756, -0.5550, 0.5121, 0.2993, 0.3776, 0.3468, 0.1454, 0.4499, -0.0763, -0.1963, -0.3159, -1.2450, 1.5584, -0.9148, 0.7623, 0.1533, 0.1686, 0.4760, -1.1454, 0.4763, 0.1433, 0.0032, -0.2907, -1.1316, 1.4658, -1.9742, 0.9745, -0.1870, 0.4220, 0.3532, -0.3491, 0.3301, 0.4884, 0.2154, -0.9083, -1.2942, 1.3666, -1.3878, 0.4318, 0.0371, 0.4140, 0.4090, -0.3074, 0.2656, 0.4373, 0.2982, -0.4377, -1.1858, 0.2029, -0.9575, -0.5074, 0.2137, 0.3936, 0.3436, 0.1811, 0.3058, 0.1025, 0.5439, 0.3483, -1.6203, 1.4487, -1.3440, 0.4484, 0.1583, 0.4276, 0.2945, -0.3218, 0.2892, 0.5216, 0.0022, -0.0863, -1.5814, 2.6325, -1.1506, 2.2843, 0.5736, 0.2382, 0.2512, -1.8721, 0.6385, -0.2852, 0.2866, -0.9389, -1.6633, 2.0585, -1.3103, -0.4593, 0.4744, 0.3590, 0.3824, -0.8004, 0.3177, 0.2201, 0.1665, 0.3056, -0.8182, 0.5812, -1.0850, -0.6016, -0.0070, 0.4260, 0.1953, 0.2287, 0.2991, 0.4039, 0.0770, 0.3222, -1.3206, 1.2949, -1.5324, 0.7048, 0.1345, 0.5037, 0.2014, -0.3017, 0.4279, 0.4749, 0.1287, -0.5013, -1.1701, 0.1704, -1.2372, 0.1311, 0.3599, 0.3658, 0.1890, 0.5295, 0.2068, 0.4445, 0.2425, -0.0853]}

{"formula": "C39H104O13", "method": "ωB97M-V/def2-TZVPD", "largest_force_ev_per_a": 3.00, "homo_lumo_gap_ev": 9.895, "de_lowest_kj_mol": 315.7, "lumo_ev": 0.39, "homo_energy_ev": -9.51, "energy_ha": -2526.32862, "elements": ["C", "C", "C", "O", "H", "H", "H", "H", "H", "H", "H", "H", "C", "C", "C", "O", "H", "H", "H", "H", "H", "H", "H", "H", "C", "C", "C", "O", "H", "H", "H", "H", "H", "H", "H", "H", "C", "C", "C", "O", "H", "H", "H", "H", "H", "H", "H", "H", "C", "C", "C", "O", "H", "H", "H", "H", "H", "H", "H", "H", "C", "C", "C", "O", "H", "H", "H", "H", "H", "H", "H", "H", "C", "C", "C", "O", "H", "H", "H", "H", "H", "H", "H", "H", "C", "C", "C", "O", "H", "H", "H", "H", "H", "H", "H", "H", "C", "C", "C", "O", "H", "H", "H", "H", "H", "H", "H", "H", "C", "C", "C", "O", "H", "H", "H", "H", "H", "H", "H", "H", "C", "C", "C", "O", "H", "H", "H", "H", "H", "H", "H", "H", "C", "C", "C", "O", "H", "H", "H", "H", "H", "H", "H", "H", "C", "C", "C", "O", "H", "H", "H", "H", "H", "H", "H", "H"], "xyz": [[-6.787, 2.261, 4.406], [-6.971, 2.237, 2.904], [-5.649, 2.293, 2.121], [-7.831, 1.161, 2.548], [-5.898, 1.783, 4.878], [-7.656, 1.853, 4.901], [-6.827, 3.278, 4.743], [-7.563, 3.125, 2.557], [-4.913, 1.613, 2.549], [-5.253, 3.277, 2.213], [-5.894, 2.101, 1.093], [-7.989, 1.184, 1.599], [-3.054, -1.272, 0.051], [-2.347, -2.525, 0.524], [-2.763, -3.881, -0.062], [-0.958, -2.251, 0.181], [-3.916, -1.142, 0.713], [-3.487, -1.203, -0.925], [-2.398, -0.455, 0.257], [-2.465, -2.613, 1.599], [-2.897, -3.785, -1.132], [-3.709, -4.253, 0.283], [-1.992, -4.592, 0.148], [-0.485, -3.110, 0.275], [4.187, -5.311, -2.441], [4.450, -4.520, -1.169], [5.907, -4.088, -1.063], [3.697, -3.248, -0.984], [4.320, -4.721, -3.346], [3.162, -5.653, -2.500], [4.742, -6.241, -2.394], [4.196, -5.068, -0.291], [5.968, -3.604, -0.082], [6.103, -3.414, -1.852], [6.562, -4.971, -1.156], [2.832, -3.448, -0.659], [4.976, 4.740, 4.333], [4.263, 5.073, 2.990], [4.371, 4.007, 1.915], [2.880, 5.391, 3.181], [4.473, 3.822, 4.634], [4.865, 5.615, 5.002], [6.021, 4.525, 4.194], [4.594, 6.032, 2.593], [5.381, 3.740, 1.709], [3.976, 4.356, 0.974], [3.892, 3.075, 2.191], [2.452, 4.605, 3.432], [1.142, -6.181, 2.471], [0.981, -6.033, 0.903], [-0.324, -6.696, 0.450], [0.970, -4.663, 0.478], [0.289, -5.562, 2.787], [2.083, -5.823, 2.730], [1.106, -7.239, 2.826], [1.778, -6.510, 0.364], [-1.243, -6.390, 0.931], [-0.151, -7.790, 0.534], [-0.464, -6.545, -0.603], [1.674, -4.210, 1.071], [2.488, -2.551, 4.523], [1.644, -2.830, 3.300], [0.768, -1.641, 2.999], [2.503, -3.161, 2.183], [3.090, -3.369, 4.901], [1.841, -2.197, 5.343], [3.198, -1.730, 4.230], [1.053, -3.717, 3.464], [1.302, -0.687, 3.043], [-0.027, -1.749, 3.794], [0.283, -1.724, 2.001], [2.876, -2.288, 1.874], [-1.484, 4.029, 2.320], [-0.194, 4.647, 2.927], [-0.545, 5.745, 3.853], [0.605, 3.613, 3.643], [-1.312, 3.094, 1.801], [-1.904, 4.686, 1.559], [-2.295, 3.875, 3.061], [0.525, 5.074, 2.177], [-1.167, 5.394, 4.679], [-1.035, 6.537, 3.300], [0.356, 6.096, 4.323], [0.296, 2.767, 3.278], [-1.239, 2.099, -5.756], [-2.124, 0.852, -5.878], [-3.393, 0.934, -5.073], [-2.363, 0.695, -7.292], [-0.364, 2.091, -6.500], [-0.842, 2.238, -4.713], [-1.808, 2.995, -5.963], [-1.525, -0.046, -5.502], [-3.284, 1.284, -4.012], [-3.900, -0.078, -5.025], [-4.080, 1.617, -5.544], [-2.417, -0.215, -7.458], [3.637, -0.156, -5.097], [3.079, -1.486, -4.488], [3.266, -2.667, -5.529], [3.944, -1.658, -3.410], [3.251, 0.685, -4.552], [3.411, -0.021, -6.151], [4.711, -0.112, -4.867], [2.057, -1.475, -4.122], [2.877, -3.585, -5.092], [4.372, -2.715, -5.651], [2.751, -2.509, -6.469], [3.509, -2.262, -2.755], [-0.948, 6.589, -2.481], [-0.233, 5.222, -2.534], [1.168, 5.229, -1.976], [-0.961, 4.197, -1.794], [-1.071, 6.840, -1.429], [-1.912, 6.689, -2.955], [-0.402, 7.447, -2.937], [-0.307, 4.933, -3.578], [1.737, 4.318, -2.200], [1.287, 5.518, -0.981], [1.647, 6.030, -2.514], [-1.712, 3.863, -2.324], [5.748, -0.215, 0.005], [4.962, -1.039, 1.037], [5.728, -1.019, 2.317], [3.625, -0.651, 1.255], [5.126, 0.030, -0.889], [6.672, -0.678, -0.354], [6.152, 0.678, 0.551], [4.880, -2.073, 0.659], [5.786, -0.028, 2.743], [6.807, -1.317, 2.053], [5.276, -1.654, 3.059], [3.147, -0.465, 0.466], [-7.250, -1.366, 0.111], [-8.676, -1.049, -0.263], [-9.625, -1.349, 0.882], [-8.809, 0.332, -0.783], [-6.932, -0.673, 0.884], [-6.569, -1.326, -0.649], [-7.238, -2.415, 0.465], [-8.933, -1.630, -1.126], [-9.519, -2.427, 1.118], [-10.725, -1.205, 0.627], [-9.408, -0.716, 1.740], [-9.752, 0.649, -0.666], [1.540, 1.633, -0.338], [0.563, 0.479, -0.650], [-0.096, 0.516, -2.060], [1.362, -0.754, -0.472], [2.355, 1.723, -1.065], [2.049, 1.604, 0.598], [0.897, 2.518, -0.410], [-0.270, 0.472, 0.081], [-0.660, 1.459, -2.243], [-0.672, -0.388, -2.134], [0.671, 0.350, -2.760], [0.694, -1.439, -0.342]], "mulliken_charge": [-1.3776, 0.6441, -1.3718, -0.5476, 0.3205, 0.3814, 0.3547, 0.2065, 0.2729, 0.4721, 0.4144, 0.1887, -1.0737, 0.8041, -1.1487, -0.1058, 0.2057, 0.4255, 0.0485, 0.2479, 0.3525, 0.4395, -0.1325, -0.1531, -1.5348, 0.8776, -1.3741, 0.2580, 0.2272, 0.3406, 0.4734, 0.2289, 0.2743, 0.2426, 0.4464, -0.2316, -1.2661, 0.2828, -1.0952, -0.4648, 0.3131, 0.3014, 0.3986, 0.2919, 0.4989, 0.2979, 0.1559, 0.3029, -1.2394, 0.7701, -1.7811, -0.4789, 0.2541, 0.3083, 0.4270, 0.2407, 0.3395, 0.4483, 0.4703, 0.2328, -1.3488, 0.9500, -1.0929, -0.5843, 0.3526, 0.3875, 0.1120, 0.1585, 0.1772, 0.5192, 0.1454, -0.0116, -1.2136, 1.1680, -1.6126, -0.6413, 0.1969, 0.3985, 0.3658, -0.0217, 0.3701, 0.3611, 0.3837, 0.2496, -1.0760, 0.7143, -1.2447, -0.5522, 0.2885, 0.1225, 0.3808, 0.1663, 0.2208, 0.2864, 0.3903, 0.3282, -1.4072, 0.9824, -1.3889, -0.3249, 0.2906, 0.3938, 0.3413, 0.1546, 0.3053, 0.2518, 0.4523, -0.0386, -1.4782, 0.8953, -1.3671, -0.4547, 0.3160, 0.3715, 0.3653, 0.1376, 0.2120, 0.2806, 0.5280, 0.2130, -1.4242, 2.1542, -1.5977, -0.2288, 0.2738, 0.3823, 0.3577, -0.9757, 0.3945, 0.3473, 0.3318, -0.2687, -0.9781, 0.2270, -1.1027, -0.5812, 0.1115, 0.4181, 0.3359, 0.2975, 0.3461, 0.3722, 0.2692, 0.3300, -1.9464, 1.5746, -1.1000, 0.6607, 0.2758, 0.5413, 0.2765, -0.4097, 0.0449, 0.4613, 0.1972, -0.3000]}